# C16H40AlN2O6

A molecular structure, C16H40AlN2O6 (ωB97M-V/def2-TZVPD, the OMol25 dataset).

Geometry as XYZ:
```
65
Properties=species:S:1:pos:R:3
O -2.37 2.36 -0.35
C -1.20 2.67 -0.35
O -0.32 1.94 -1.14
C -0.53 3.72 0.48
C 0.32 4.69 -0.37
C 0.47 6.04 0.34
Al -1.21 7.19 0.17
H -0.16 2.42 -1.96
H -1.30 4.25 1.05
H 0.13 3.19 1.18
H 1.28 4.20 -0.58
H -0.18 4.85 -1.34
H 0.76 5.88 1.39
H 1.29 6.60 -0.14
H -0.81 8.78 0.08
H -2.21 6.94 1.43
H -1.89 6.74 -1.25
C -1.53 0.28 2.68
O -0.75 -0.79 2.17
C 0.36 -0.37 1.39
C 1.67 -0.72 2.06
N 1.87 0.06 3.27
C 3.01 -0.33 4.08
C 3.04 -1.74 4.66
O 2.06 -1.97 5.66
C 0.79 -2.37 5.18
H -2.41 -0.17 3.14
H -1.00 0.86 3.44
H -1.86 0.95 1.88
H 0.30 0.70 1.17
H 0.30 -0.90 0.43
H 2.49 -0.51 1.36
H 1.66 -1.81 2.24
H 1.03 0.03 3.83
H 3.09 0.37 4.91
H 3.92 -0.20 3.47
H 4.01 -1.87 5.15
H 2.96 -2.51 3.88
H 0.88 -2.98 4.28
H 0.14 -1.51 4.96
H 0.32 -2.96 5.96
C -2.44 -0.30 -2.66
O -2.56 -1.71 -2.47
C -2.94 -2.44 -3.62
C -1.83 -3.36 -4.05
N -0.69 -2.61 -4.55
C 0.52 -3.39 -4.78
C 1.18 -4.07 -3.59
O 1.78 -3.18 -2.67
C 0.92 -2.64 -1.68
H -2.25 0.15 -1.69
H -1.61 -0.05 -3.33
H -3.36 0.12 -3.07
H -3.22 -1.76 -4.43
H -3.82 -3.04 -3.36
H -2.19 -4.02 -4.85
H -1.58 -4.00 -3.19
H -0.48 -1.86 -3.90
H 1.26 -2.73 -5.24
H 0.28 -4.17 -5.52
H 1.99 -4.69 -3.97
H 0.48 -4.74 -3.06
H 0.15 -3.36 -1.38
H 0.43 -1.72 -2.00
H 1.54 -2.41 -0.81
```

Results
Spin multiplicity: 1
HOMO level, hartree: -0.181
Charge: -1
Gap between HOMO and LUMO, eV: 7.29

=====

# C16H40BFO8S6

7 unconnected molecules or ions with the total composition C16H40BFO8S6 (ωB97M-V/def2-TZVPD, the OMol25 dataset).

Geometry as XYZ:
```
72
Properties=species:S:1:pos:R:3
C 2.73 -1.98 -0.25
C 1.78 -1.26 -0.26
B 0.54 -0.47 -0.67
O 0.61 0.76 -1.30
C -0.87 -1.17 -0.39
C -1.16 -2.03 -1.57
O -0.43 -2.88 -1.94
F -2.28 -1.77 -2.21
H 3.45 -2.73 -0.26
H 0.85 0.62 -2.22
H -0.84 -1.79 0.49
H -1.66 -0.44 -0.24
C -2.86 -5.93 -1.67
S -3.69 -4.51 -0.96
O -2.82 -4.00 0.14
C -5.04 -5.42 -0.22
H -1.95 -5.58 -2.16
H -2.60 -6.64 -0.88
H -3.51 -6.40 -2.41
H -4.64 -6.17 0.47
H -5.62 -5.91 -1.00
H -5.67 -4.72 0.32
C -6.61 -0.81 1.19
S -4.86 -0.92 0.80
O -4.17 0.14 1.58
C -5.01 -0.33 -0.89
H -6.74 -1.10 2.23
H -6.96 0.21 1.05
H -7.17 -1.49 0.55
H -5.46 0.66 -0.89
H -5.61 -1.03 -1.46
H -4.01 -0.28 -1.31
C 0.74 1.91 3.23
S 2.01 1.82 1.95
O 2.79 0.58 2.20
C 3.00 3.18 2.58
H 0.03 1.10 3.05
H 1.20 1.78 4.21
H 0.23 2.87 3.16
H 3.31 2.98 3.61
H 2.42 4.10 2.54
H 3.88 3.28 1.95
C 7.08 4.43 1.79
S 7.42 5.68 3.04
O 6.34 5.58 4.06
C 7.04 7.09 1.99
H 7.21 3.45 2.24
H 6.05 4.53 1.44
H 7.77 4.55 0.96
H 6.01 7.01 1.63
H 7.73 7.11 1.16
H 7.15 7.99 2.59
C -8.30 -8.46 0.38
S -7.38 -9.08 -1.03
O -6.64 -7.92 -1.61
C -8.81 -9.36 -2.08
H -7.58 -8.18 1.15
H -8.88 -7.59 0.09
H -8.95 -9.25 0.76
H -9.36 -8.43 -2.21
H -9.45 -10.12 -1.63
H -8.46 -9.71 -3.05
C 9.86 8.03 -2.98
S 8.91 7.80 -1.47
O 8.42 6.40 -1.46
C 7.53 8.85 -1.95
H 10.76 7.42 -2.91
H 9.27 7.70 -3.84
H 10.14 9.07 -3.08
H 7.09 8.48 -2.88
H 7.89 9.87 -2.09
H 6.80 8.82 -1.16
```

Results
Spin multiplicity: 1
HOMO level, hartree: -0.308
Charge: 0
Gap between HOMO and LUMO, eV: 8.87
Energy relative to the best compared isomer or geometry (same formula, charge and spin), kJ/mol: 21.1

=====

# C16H40F8K3N4O24S8

A molecular structure, C16H40F8K3N4O24S8 (ωB97M-V/def2-TZVPD, the OMol25 dataset).

Geometry as XYZ:
```
103
Properties=species:S:1:pos:R:3
K 2.47 -0.23 2.43
K 4.27 -4.66 -2.48
K 1.27 2.01 -0.37
N 1.64 -0.74 -0.12
S 0.20 -1.69 -0.15
O 0.21 -2.81 0.76
O -0.57 -1.79 -1.35
F -0.60 -0.62 0.72
S 2.21 -1.29 -1.43
O 1.80 -0.65 -2.64
O 2.50 -2.70 -1.53
F 3.73 -0.82 -1.15
N 3.42 2.33 1.43
S 4.88 2.09 0.58
O 6.12 2.66 1.04
O 4.69 1.87 -0.83
F 5.13 0.56 1.01
S 3.96 3.52 2.22
O 4.05 4.77 1.53
O 4.88 3.26 3.31
F 2.62 3.68 3.17
N 1.92 -6.24 -2.39
S 0.23 -6.08 -2.25
O -0.46 -6.62 -1.11
O -0.44 -6.05 -3.50
F 0.31 -4.54 -1.82
S 2.03 -7.66 -1.86
O 1.34 -8.73 -2.55
O 2.16 -7.71 -0.41
F 3.57 -7.91 -2.38
N 4.02 -3.59 -5.21
S 3.57 -2.12 -5.50
O 3.31 -1.78 -6.87
O 4.15 -1.07 -4.68
F 2.03 -2.32 -5.03
S 5.65 -3.29 -5.45
O 6.40 -2.98 -4.25
O 6.00 -2.64 -6.68
F 6.17 -4.76 -5.75
C 1.64 5.96 -1.18
O 0.65 4.93 -1.27
C 0.20 4.75 -2.57
C 1.11 3.93 -3.50
O 2.00 3.05 -2.84
C 2.73 2.19 -3.68
H 1.20 6.94 -1.38
H 2.34 5.77 -2.01
H 2.21 5.99 -0.26
H -0.14 5.68 -3.05
H -0.77 4.23 -2.58
H 1.73 4.56 -4.17
H 0.61 3.42 -4.34
H 3.10 2.57 -4.64
H 2.19 1.26 -3.87
H 3.63 1.83 -3.18
C -3.21 -2.50 1.75
O -4.61 -2.50 1.91
C -5.14 -1.20 1.64
C -6.58 -1.41 1.22
O -7.43 -0.39 1.76
C -7.46 0.77 0.95
H -2.86 -2.27 0.74
H -2.85 -3.53 1.73
H -2.69 -1.84 2.45
H -4.55 -0.68 0.88
H -5.06 -0.55 2.52
H -6.91 -2.28 1.79
H -6.82 -1.59 0.17
H -6.44 1.18 0.90
H -8.12 1.50 1.42
H -7.81 0.59 -0.07
C -1.14 3.41 2.17
O -1.41 2.32 1.33
C -2.49 2.53 0.46
C -2.47 1.50 -0.66
O -1.35 1.67 -1.50
C -1.60 1.35 -2.85
H -2.04 3.76 2.70
H -0.76 4.27 1.60
H -0.41 3.20 2.95
H -2.39 3.50 -0.05
H -3.50 2.55 0.88
H -3.42 1.62 -1.19
H -2.47 0.53 -0.14
H -0.65 1.15 -3.36
H -2.07 2.23 -3.31
H -2.28 0.53 -3.10
C 0.64 0.87 5.58
O 0.70 -0.14 4.60
C -0.54 -0.64 4.07
C -1.20 -1.47 5.15
O -1.82 -0.61 6.09
C -2.82 -1.24 6.87
H 1.54 1.48 5.60
H 0.42 0.59 6.61
H -0.17 1.56 5.31
H -0.50 -1.27 3.17
H -1.14 0.19 3.69
H -0.36 -1.99 5.63
H -1.85 -2.20 4.66
H -3.68 -1.64 6.34
H -3.09 -0.51 7.63
H -2.42 -2.11 7.41
```

Results
Spin multiplicity: 1
HOMO level, hartree: -0.268
Charge: -1
Gap between HOMO and LUMO, eV: 8.38

=====

# C16H40GeN3O9P2SV

A molecular structure, C16H40GeN3O9P2SV (ωB97M-V/def2-TZVPD, the OMol25 dataset).

Geometry as XYZ:
```
73
Properties=species:S:1:pos:R:3
V 0.02 0.03 0.52
C 2.80 -2.95 2.07
C 2.07 -1.94 1.27
N 1.05 -1.28 1.71
O 0.64 -1.55 2.99
C 2.45 -1.61 -0.09
C 3.52 -2.27 -0.88
N 1.73 -0.64 -0.60
O 1.88 -0.25 -1.78
H 2.42 -3.02 3.08
H 3.86 -2.69 2.09
H 2.72 -3.93 1.59
H 0.39 -0.68 3.34
H 4.12 -2.93 -0.27
H 4.16 -1.52 -1.35
H 3.08 -2.86 -1.70
N -3.15 0.38 3.73
C -2.71 1.36 2.65
C -3.64 2.57 2.63
P -2.58 0.43 1.09
O -4.08 0.29 0.66
O -1.71 1.20 0.12
O -1.85 -0.84 1.45
P -0.96 1.77 3.15
O -0.72 3.27 2.72
O -0.90 1.49 4.60
O -0.04 0.94 2.25
H -4.17 0.38 3.86
H -2.66 0.66 4.60
H -2.83 -0.57 3.50
H -4.66 2.27 2.42
H -3.32 3.25 1.85
H -3.61 3.10 3.58
H -4.26 -0.06 -0.22
H -0.78 3.91 3.44
C 0.01 -1.75 -5.45
C 0.26 -0.47 -4.66
C -0.67 -0.31 -3.46
S -0.35 -1.64 -2.27
O -0.68 -1.01 -0.87
C -1.76 -2.76 -2.49
C -3.05 -2.39 -1.78
C -3.76 -1.14 -2.28
H 0.65 -1.78 -6.33
H -1.02 -1.82 -5.79
H 0.24 -2.64 -4.87
H 0.09 0.40 -5.30
H 1.29 -0.41 -4.32
H -1.72 -0.33 -3.74
H -0.45 0.60 -2.90
H -1.39 -3.72 -2.15
H -1.88 -2.82 -3.58
H -2.85 -2.33 -0.71
H -3.71 -3.26 -1.91
H -3.21 -0.23 -2.05
H -4.76 -1.08 -1.85
H -3.92 -1.17 -3.36
C 2.46 4.04 1.02
Ge 2.71 2.12 0.79
C 3.12 1.26 2.49
C 4.05 1.70 -0.56
C 0.87 1.68 -0.04
H 3.38 4.47 1.42
H 1.64 4.24 1.70
H 2.25 4.52 0.06
H 4.05 1.69 2.85
H 3.27 0.19 2.39
H 2.35 1.45 3.23
H 4.96 2.24 -0.29
H 3.74 2.02 -1.55
H 4.28 0.64 -0.58
H 1.03 1.56 -1.12
H 0.20 2.50 0.21
```

Results
Spin multiplicity: 1
HOMO level, hartree: -0.526
Charge: +2
Gap between HOMO and LUMO, eV: 6.56
Energy relative to the best compared isomer or geometry (same formula, charge and spin), kJ/mol: 0.0

=====

# C16H40LiN2O12P

A molecular structure, C16H40LiN2O12P (ωB97M-V/def2-TZVPD, the OMol25 dataset).

Geometry as XYZ:
```
72
Properties=species:S:1:pos:R:3
C 5.63 0.32 1.37
N 4.61 -0.15 2.34
C 5.30 -1.00 3.36
C 4.09 0.98 2.93
C 3.45 -0.97 1.62
C 2.32 -1.35 2.49
O 1.53 -2.23 1.79
H 5.15 1.16 0.67
H 5.80 -0.25 0.41
H 6.52 0.86 1.71
H 4.72 -1.39 4.27
H 6.18 -0.75 3.59
H 5.24 -1.90 3.06
H 4.89 1.73 3.19
H 3.51 0.83 3.83
H 3.26 1.38 2.35
H 3.78 -2.10 1.29
H 3.03 -0.50 0.67
H 1.93 -0.50 2.91
H 2.79 -1.76 3.46
H 0.93 -1.63 1.25
C -3.54 0.41 4.55
N -3.56 0.29 3.04
C -4.97 0.17 2.73
C -2.84 1.42 2.39
C -2.80 -0.92 2.63
C -2.90 -1.40 1.16
O -1.75 -2.24 0.92
H -3.83 -0.39 4.98
H -4.01 1.43 4.74
H -2.53 0.40 4.82
H -5.21 0.01 1.59
H -5.64 0.98 3.23
H -5.37 -0.72 3.39
H -3.08 2.41 2.78
H -2.78 1.51 1.36
H -1.73 1.08 2.76
H -3.27 -1.73 3.21
H -1.67 -0.84 3.01
H -2.84 -0.30 0.61
H -3.74 -1.92 0.76
H -1.09 -1.56 0.89
Li -0.16 -0.30 -1.19
P 0.51 0.77 0.52
O 1.33 0.53 -0.70
O 0.03 -0.73 0.68
O -0.77 1.03 -0.10
O 0.97 1.36 1.69
C 0.55 -3.39 -1.40
O 0.30 -3.52 -2.78
C -0.47 -2.49 -3.33
O -0.90 -1.53 -2.66
O -0.75 -2.63 -4.58
C -1.66 -1.77 -5.28
H -0.59 -3.50 -1.02
H 1.27 -2.48 -1.16
H 1.11 -4.08 -0.99
H -1.28 -0.70 -5.25
H -2.70 -1.64 -4.85
H -1.82 -2.19 -6.14
C -1.32 4.14 -7.60
O -1.67 3.55 -6.36
C -0.88 3.16 -5.36
O 0.23 3.64 -5.38
O -1.39 2.36 -4.53
C -0.65 2.06 -3.29
H -2.27 4.27 -8.41
H -0.39 3.88 -8.14
H -0.88 5.18 -7.31
H 0.40 1.64 -3.62
H -1.25 1.57 -2.63
H -0.45 2.97 -2.93
```

Results
Spin multiplicity: 1
HOMO level, hartree: -0.209
Charge: 0
Gap between HOMO and LUMO, eV: 5.87
Energy relative to the best compared isomer or geometry (same formula, charge and spin), kJ/mol: 227.5

=====

# C16H40N3O17PS3V

A molecular structure, C16H40N3O17PS3V (ωB97M-V/def2-TZVPD, the OMol25 dataset).

Geometry as XYZ:
```
81
Properties=species:S:1:pos:R:3
O -1.31 -1.32 0.20
V -2.35 -2.46 0.27
O -1.69 -1.13 4.07
C -2.53 -2.04 3.55
O -2.87 -1.87 2.35
O -2.98 -2.95 4.30
H -1.48 -0.67 3.26
O -0.16 -6.20 1.30
C -1.04 -5.21 1.51
O -1.00 -4.19 0.76
O -1.89 -5.31 2.46
H -0.45 -6.84 1.95
O -2.05 -3.92 -3.87
C -1.77 -2.97 -3.02
O -0.79 -2.26 -3.35
O -2.35 -2.85 -1.93
H -1.35 -3.56 -4.43
O -6.03 -4.86 0.04
C -4.91 -4.58 0.77
O -4.80 -5.02 1.89
O -4.14 -3.74 0.39
H -6.45 -5.64 0.42
O 3.77 0.07 1.34
P 3.96 0.86 0.09
N 2.64 0.75 -1.00
C 1.62 -0.25 -0.70
C 2.50 1.42 -2.30
N 5.34 0.35 -0.81
C 6.74 0.65 -0.37
C 5.26 -1.04 -1.31
N 4.20 2.54 0.25
C 4.79 3.01 1.48
C 4.62 3.29 -0.92
H 2.02 -1.19 -0.33
H 1.03 -0.51 -1.58
H 0.93 0.17 0.03
H 1.87 2.30 -2.21
H 1.95 0.81 -3.01
H 3.42 1.69 -2.83
H 7.46 0.48 -1.17
H 6.79 1.72 -0.21
H 6.97 0.04 0.51
H 6.18 -1.42 -1.75
H 5.20 -1.83 -0.55
H 4.34 -1.22 -1.86
H 5.84 2.73 1.59
H 4.73 4.09 1.60
H 4.22 2.55 2.29
H 5.25 2.70 -1.59
H 5.01 4.22 -0.50
H 3.75 3.59 -1.52
C 0.10 3.03 1.49
S -0.38 1.91 2.89
O -0.81 0.62 2.23
C 1.27 1.83 3.60
H -0.81 3.19 0.92
H 0.84 2.57 0.85
H 0.36 3.98 1.96
H 1.40 1.34 4.56
H 1.62 2.85 3.73
H 1.96 1.34 2.90
C -1.73 0.84 -2.47
S -2.91 2.08 -3.23
O -4.06 2.19 -2.25
C -1.98 3.68 -2.89
H -0.75 0.90 -2.94
H -2.17 -0.15 -2.56
H -1.54 0.94 -1.40
H -0.95 3.67 -3.23
H -1.94 3.69 -1.80
H -2.50 4.59 -3.17
C -4.58 1.31 0.71
S -4.99 -0.03 -0.50
O -3.86 -1.03 -0.24
C -6.37 -0.70 0.47
H -3.79 1.92 0.25
H -4.07 0.98 1.62
H -5.39 1.99 0.97
H -6.76 -1.60 0.01
H -7.09 0.12 0.47
H -6.13 -1.01 1.49
```

Results
Spin multiplicity: 3
HOMO level (alpha / beta), hartree: 0.129 / -0.013
Charge: -3
Gap between HOMO and LUMO (alpha / beta), eV: 1.79 / 5.74

=====

| no. | DFT total energy (eV) | molar mass (g/mol) |
| --- | --- | --- |
| 1 | -39100.857 | 383.5 |
| 2 | -102020.729 | 582.7 |
| 3 | -229734.972 | 1198.3 |
| 4 | -151744.215 | 636.1 |
| 5 | -54274.816 | 490.4 |
| 6 | -123999.744 | 724.6 |